Entry from the OMol25 dataset: a molecular structure, C4H5AgO3 (the ωB97M-V functional and the def2-TZVPD basis).

CARTESIAN COORDINATES (ANGSTROEM)
1 C -3.736643 -0.335732 0.035432
2 H -3.855998 -0.372620 -1.056211
3 H -4.445547 0.405904 0.434515
4 H -4.029934 -1.313305 0.447595
5 C -1.705759 1.108292 -0.004498
6 C -2.331270 0.008189 0.419875
7 O 0.356791 -0.517083 -0.715205
8 C 0.539203 0.377183 0.143968
9 O -0.393422 1.336622 0.348738
10 O 1.540338 0.424747 0.893861
11 H -2.187573 1.919265 -0.552239
12 H -1.818728 -0.643790 1.133685
13 Ag 2.882017 -1.450831 -0.141779

Cartesian forces (eV/Å) of the 2 atoms listed first:
C -0.5 -0.1 0.1
H 0.0 0.0 0.3

Values from the calculation:
Spin multiplicity = 1
Kohn-Sham gap = 6.3 eV
Lowest unoccupied orbital energy = -2.053 eV
E = -528.039501 Eh
HOMO = -8.37 eV
Total charge = 0

---

Entry from the OMol25 dataset: a molecular structure, C44H42FN9O3Ti (the ωB97M-V functional and the def2-TZVPD basis).

CARTESIAN COORDINATES (ANGSTROEM)
1 Ti -0.256803 0.202410 2.366122
2 C -3.101957 0.297692 4.606745
3 C -3.297859 -0.647693 3.462164
4 C -4.568360 -1.095203 3.105496
5 C -4.708845 -1.960911 2.036466
6 C -3.581625 -2.377968 1.349505
7 C -2.346950 -1.894901 1.755292
8 N -2.217698 -1.044973 2.785035
9 C -1.062137 -2.303628 1.160736
10 C -0.929699 -3.259784 0.161989
11 C 0.333972 -3.685901 -0.202114
12 C 1.437959 -3.178556 0.468688
13 C 1.242272 -2.198562 1.428250
14 N 0.019902 -1.738113 1.735670
15 C 2.357277 -1.604419 2.196771
16 C 3.439519 -2.397264 2.540578
17 C 4.455481 -1.842289 3.302047
18 C 4.358736 -0.511284 3.642821
19 C 3.244967 0.236614 3.250680
20 C 3.225938 1.699986 3.576573
21 N 2.231096 -0.316023 2.572790
22 H -4.058461 0.590024 5.033096
23 H -2.582935 1.190528 4.256338
24 H -2.499423 -0.168178 5.387951
25 H -5.432347 -0.752131 3.656503
26 H -5.689284 -2.312583 1.744504
27 H -3.667226 -3.067847 0.521991
28 H -1.806935 -3.688048 -0.300875
29 H 0.460303 -4.426207 -0.980760
30 H 2.435882 -3.509674 0.218228
31 H 3.469398 -3.437300 2.246404
32 H 5.306936 -2.436677 3.604698
33 H 5.142678 -0.025252 4.207021
34 H 4.241460 2.092568 3.559543
35 H 2.824241 1.863220 4.577632
36 H 2.616849 2.252907 2.869838
37 C -1.850762 2.950617 -4.736966
38 C -2.561624 1.814970 -4.006438
39 N -1.807797 1.338948 -2.842908
40 C -2.210985 1.720177 -1.611429
41 C -1.567626 1.385588 -0.461663
42 C -2.197503 1.801629 0.836557
43 O -3.089797 2.617198 0.861699
44 O -1.735856 1.159210 1.864459
45 C -0.360574 0.631481 -0.500354
46 O 0.345477 0.386745 0.524980
47 C 0.034499 0.166899 -1.815013
48 C 1.161100 -0.635559 -1.981879
49 C 1.511175 -1.124625 -3.210458
50 F 2.600587 -1.927432 -3.254784
51 C 0.791427 -0.824143 -4.375864
52 C -0.294551 0.037078 -4.212867
53 C -0.703459 0.515733 -2.965980
54 N 1.151733 -1.280312 -5.657134
55 C 0.148707 -1.497637 -6.688491
56 C 0.678887 -0.914293 -8.002842
57 N 2.169849 -1.111755 -8.039044
58 C 2.547105 -2.377932 -7.339777
59 C 2.292307 -2.183097 -5.839961
60 H -2.431586 3.242435 -5.611311
61 H -0.850261 2.659667 -5.057918
62 H -1.758428 3.816792 -4.082794
63 H -2.764411 0.972010 -4.668266
64 H -3.523428 2.169632 -3.644257
65 H -3.103475 2.329928 -1.547316
66 H 1.772680 -0.873185 -1.124091
67 H -0.823157 0.375510 -5.087759
68 H -0.793204 -1.020667 -6.451078
69 H -0.064816 -2.566703 -6.799853
70 H 0.479961 0.152898 -8.071048
71 H 0.235015 -1.413202 -8.862574
72 H 2.614815 -0.337821 -7.542403
73 H 2.510581 -1.098977 -9.000030
74 H 3.595152 -2.604576 -7.519804
75 H 1.948784 -3.179017 -7.767642
76 H 3.173900 -1.741233 -5.382827
77 H 2.136326 -3.165584 -5.382485
78 C -0.627001 5.533727 1.377081
79 C -1.076566 5.324276 2.673755
80 C -0.772793 4.152611 3.343730
81 C -0.030560 3.155951 2.705389
82 C 0.448235 3.385090 1.410711
83 C 0.148925 4.566258 0.755393
84 N 0.202939 1.906425 3.295084
85 N 0.205391 1.880790 4.613697
86 C 0.246393 0.641170 5.134335
87 C 0.468741 0.462811 6.515597
88 C 0.488264 -0.804659 7.030045
89 C 0.279489 -1.897761 6.170937
90 C 0.083704 -1.657128 4.835383
91 N 0.071609 -0.424761 4.299340
92 H -0.871169 6.451273 0.858354
93 H -1.674376 6.080726 3.164663
94 H -1.123579 3.976439 4.350933
95 H 1.081168 2.637602 0.951599
96 H 0.532122 4.736912 -0.243639
97 H 0.620491 1.340005 7.128539
98 H 0.662974 -0.969966 8.084651
99 H 0.267104 -2.909290 6.549802
100 H -0.074597 -2.480479 4.149814

Cartesian forces (eV/Å) of the 2 atoms listed first:
Ti 0.7 -0.9 1.8
C 0.0 0.0 -0.1

Values from the calculation:
Spin multiplicity = 3
Kohn-Sham gap (spin up / spin down) = 5.0 / 6.6 eV
Lowest unoccupied orbital energy (spin up / spin down) = -4.946 / -5.019 eV
E = -3369.443927 Eh
HOMO (spin up / spin down) = -9.92 / -11.62 eV
Total charge = +2

---

Entry from the OMol25 dataset: C2H5BO in the gas phase (the ωB97M-V functional and the def2-TZVPD basis).

CARTESIAN COORDINATES (ANGSTROEM)
1 B -1.488413 0.589609 -0.254848
2 C -0.133504 -0.005223 0.287915
3 C 1.342536 -0.312640 0.100604
4 O -0.985148 -0.562014 0.874383
5 H -2.078926 1.604760 0.233544
6 H -1.935288 0.076409 -1.260693
7 H 1.267986 -1.137005 -0.560884
8 H 1.947568 0.430640 -0.394316
9 H 2.063189 -0.684534 0.974294

Cartesian forces (eV/Å) of the 2 atoms listed first:
B -0.2 0.9 0.1
C 3.8 3.8 -3.7

Values from the calculation:
Spin multiplicity = 1
Kohn-Sham gap = 10.6 eV
Lowest unoccupied orbital energy = 0.744 eV
E = -179.217411 Eh
HOMO = -9.90 eV
Total charge = 0

---

Entry from the OMol25 dataset: 6 unconnected molecules or ions with the total composition C4H20N2O6S (the ωB97M-V functional and the def2-TZVPD basis).

CARTESIAN COORDINATES (ANGSTROEM)
1 N 1.093379 1.164764 -0.671880
2 C 0.650653 1.371055 0.698828
3 C -0.672776 0.862125 0.924209
4 O -1.363595 0.735885 -0.090840
5 N -1.144601 0.760218 2.196227
6 C -0.475646 0.053231 3.380424
7 C -0.742063 -1.372490 3.645399
8 S -0.954207 -2.671916 2.288111
9 H 0.289716 1.086751 -1.441346
10 H 1.755345 1.881733 -1.003580
11 H 1.598910 0.274606 -0.658997
12 H 1.376225 1.898240 1.298118
13 H -2.157381 0.657501 2.139834
14 H 0.620125 0.381141 3.233766
15 H -0.968518 0.724878 4.143391
16 H -1.581642 -1.510681 4.271527
17 H 0.104780 -1.731363 3.994894
18 H -1.208294 -1.996352 1.159248
19 O -1.400328 0.455738 -2.868512
20 H -1.508299 0.472205 -1.909545
21 H -2.079534 1.089760 -3.216308
22 O 0.184961 -1.029643 -1.671699
23 H -0.631875 -0.929783 -1.216473
24 H -0.161952 -0.842724 -2.660266
25 O 3.570741 -0.534486 -0.980923
26 H 2.717979 -1.051248 -1.371920
27 H 4.309756 -1.175445 -1.212439
28 O -2.195986 2.651432 -1.879921
29 H -2.298969 1.957562 -1.114581
30 H -1.584256 3.315904 -1.453455
31 O 1.922206 -2.136059 -2.537476
32 H 1.545604 -2.258024 -3.459092
33 H 1.389539 -2.554514 -1.954724

Cartesian forces (eV/Å) of the 2 atoms listed first:
N -0.3 0.2 -2.1
C -1.7 -0.4 0.7

Values from the calculation:
Spin multiplicity = 1
Kohn-Sham gap = 7.5 eV
Lowest unoccupied orbital energy = 0.369 eV
E = -1123.399566 Eh
HOMO = -7.10 eV
Total charge = 0
SMILES string = [NH3+]/C=C(\[O-])NCCS.O.O.O.O.O